Formula: C27H18Cl2KN6O2
Source: the OMol25 dataset
Level of theory: ωB97M-V/def2-TZVPD

Last column: Mulliken charge in e.
Positions of all 56 atoms, in Å:
K 0.96890 -0.58034 -0.54959  0.83
Cl 3.57779 1.19775 6.11821  -0.26
C 2.62157 0.39782 4.89615  0.06
C 2.42439 1.03812 3.68096  -0.78
C 1.67537 0.46342 2.65072  -0.10
N 1.43679 1.09800 1.42378  -0.02
C 1.84477 2.33703 1.20430  0.15
O 2.47733 3.14422 1.91590  -0.83
C 1.42095 2.93224 -0.15492  0.27
C 1.47879 4.32371 -0.27538  -0.63
C 1.11935 4.92041 -1.46647  -0.30
C 0.71931 4.11552 -2.52468  -0.86
C 0.69142 2.74877 -2.32010  -0.10
N 1.02494 2.16084 -1.17040  0.18
C 1.09691 -0.83736 2.87863  -0.19
C 1.31490 -1.44521 4.11760  -0.80
C 2.06731 -0.84067 5.11424  0.07
Cl 2.28618 -1.68593 6.62607  -0.26
N 0.32440 -1.41645 1.86203  0.02
C -0.31236 -2.55977 2.05597  0.14
O -0.37252 -3.32403 3.04071  -0.82
C -1.18943 -3.02417 0.87496  0.28
C -2.16538 -3.98437 1.15616  -0.65
C -2.97672 -4.44853 0.14112  -0.25
C -2.79273 -3.95346 -1.14311  -0.90
C -1.80503 -3.00517 -1.33272  -0.13
N -1.02159 -2.54190 -0.35867  0.17
H 2.85939 2.00977 3.52049  0.74
H 1.81891 4.88323 0.58253  0.43
H 1.15415 5.99810 -1.57415  0.40
H 0.42932 4.52981 -3.48131  0.39
H 0.37144 2.08927 -3.12064  0.38
H 0.88312 -2.41477 4.29818  0.74
H -2.23735 -4.33724 2.17360  0.43
H -3.74055 -5.19012 0.34319  0.40
H -3.39899 -4.28441 -1.97609  0.38
H -1.64202 -2.58256 -2.31904  0.38
N -2.14610 0.88642 0.32020  -0.07
C -2.86925 1.25182 -0.75965  0.56
C -4.04015 1.98587 -0.64559  -0.76
C -4.80405 2.32830 -1.76844  -0.60
C -4.43387 1.95719 -3.03230  -1.01
C -3.24454 1.21385 -3.19966  0.95
C -2.78910 0.79343 -4.47052  -0.81
C -1.63247 0.07933 -4.57930  -0.75
C -0.91605 -0.21179 -3.40055  -0.63
N -1.29684 0.16019 -2.20823  0.33
C -2.45222 0.85930 -2.08136  0.44
H -1.24138 0.45998 0.23837  -0.21
H -2.37411 1.25024 1.22682  0.25
H -4.36781 2.29524 0.33945  0.36
H -5.71021 2.90296 -1.61847  0.36
H -5.02618 2.22086 -3.89902  0.38
H -3.37329 1.04824 -5.34730  0.40
H -1.25849 -0.25738 -5.53688  0.42
H 0.01232 -0.77558 -3.46688  0.42

## Properties
HOMO level = -3.72 eV
Energy relative to the best compared isomer or geometry (same formula, charge and spin) = 0.000 eV
Max |F| = 0.29 eV/Å
Net charge = -1



Formula: C14H22FN2O5S2
Source: the OMol25 dataset
Level of theory: ωB97M-V/def2-TZVPD

Last column: Mulliken charge in e.
Positions of all 46 atoms, in Å:
O -0.73650 2.96786 0.69719  -0.41
C 0.09076 3.37762 1.44695  0.67
F 0.17164 4.71137 1.69433  -0.22
C 1.08465 2.51145 2.21402  -0.50
N 1.03698 2.98362 3.63595  0.94
C 1.90014 3.91247 3.97729  0.50
C 1.84705 4.38880 5.28092  -0.68
C 0.89415 3.82194 6.06841  -0.15
C 0.01802 2.84943 5.58472  -0.30
N 0.10835 2.42673 4.35404  -0.94
H 2.09320 2.60851 1.81696  0.40
H 0.78974 1.47007 2.16948  0.12
H 2.60480 4.30485 3.25965  0.38
H 2.52547 5.15522 5.62501  0.43
H 0.80536 4.12287 7.10603  0.38
H -0.75147 2.42479 6.21428  0.42
C 0.68577 -2.34855 -0.52373  -0.29
C 2.03350 -2.62637 -1.19265  -0.68
C 3.04764 -1.63263 -0.61318  -0.73
S 2.47352 -1.24141 1.03976  1.08
O 2.10279 0.16539 1.08353  -0.62
O 3.37154 -1.80497 2.01301  -0.68
C 0.98103 -2.22089 0.96979  -0.87
H -0.03366 -3.14092 -0.72128  0.38
H 0.27279 -1.41708 -0.90510  0.19
H 2.34998 -3.64704 -0.96724  0.34
H 1.96872 -2.53561 -2.27498  0.34
H 4.04610 -2.05817 -0.54908  0.35
H 3.07514 -0.70753 -1.18695  0.38
H 0.18780 -1.72605 1.52714  0.43
H 1.20265 -3.19059 1.41508  0.38
C -3.73131 -0.81718 -3.51581  -0.59
C -3.53530 -1.13305 -5.00373  -0.62
C -2.09281 -1.62238 -5.18314  -0.68
S -1.61844 -2.36750 -3.62028  1.19
O -0.55864 -1.57984 -3.03225  -0.64
O -1.49310 -3.79189 -3.78236  -0.72
C -3.14336 -2.00376 -2.75863  -0.68
H -4.78118 -0.66706 -3.26869  0.36
H -3.18973 0.09598 -3.25761  0.29
H -4.23061 -1.91968 -5.30321  0.30
H -3.73515 -0.26505 -5.63002  0.32
H -2.01031 -2.36723 -5.97071  0.35
H -1.41055 -0.79737 -5.38058  0.34
H -2.93221 -1.78832 -1.71324  0.36
H -3.78497 -2.88085 -2.83908  0.38

## Properties
HOMO level = -12.26 eV
Max |F| = 2.70 eV/Å
Net charge = +1



Formula: C29H27F2N5O10PRuS3
Source: the OMol25 dataset
Level of theory: ωB97M-V/def2-TZVPD

Last column: Mulliken spin population.
Positions of all 78 atoms, in Å:
Ru -0.37854 0.48563 -0.08980  3.96
F -2.04506 2.72514 4.75724  0.00
C -2.00073 2.85947 3.41772  0.01
C -1.41157 1.86714 2.65954  -0.19
C -1.37755 2.00041 1.28063  0.58
C -1.95639 3.11343 0.66379  -0.18
C -2.49174 4.10391 1.48318  0.05
F -2.99140 5.23926 0.94323  0.01
C -2.53210 4.00368 2.85696  -0.01
C -2.03761 3.12133 -0.80918  0.07
C -2.94563 3.88393 -1.54320  -0.01
C -3.01141 3.72737 -2.91419  0.01
C -2.16455 2.82634 -3.54256  0.00
C -1.28242 2.11532 -2.75487  0.01
N -1.21999 2.26047 -1.43233  0.13
H -0.97655 1.01677 3.17149  0.00
H -2.96342 4.78771 3.46158  0.00
H -3.60789 4.57038 -1.04206  0.00
H -3.72717 4.30142 -3.48824  0.00
H -2.18853 2.66821 -4.61126  0.00
H -0.58824 1.40861 -3.18820  0.00
O -5.32534 -2.33012 2.40585  0.00
C -4.24548 -2.65381 3.08134  0.00
O -4.26513 -3.36271 4.05956  0.00
C -2.93543 -2.12334 2.58944  0.01
C -1.74352 -2.46505 3.19006  0.00
N -0.76755 -1.83261 2.52412  0.03
N -1.24937 -1.08593 1.52432  -0.02
C -2.56660 -1.24592 1.54408  0.06
C -3.39106 -0.51367 0.52054  -0.07
O -4.61458 -0.71362 0.50517  0.01
O -2.75687 0.24266 -0.26365  0.09
H -5.11485 -1.69944 1.64471  0.00
H -1.56026 -3.11660 4.02723  0.00
H 0.22456 -1.83800 2.70585  0.00
O 2.83871 -3.12591 -0.02658  0.00
S 3.18147 -1.73400 -0.01350  0.02
O 3.88824 -1.24485 1.14479  0.00
N 1.87100 -0.79033 -0.31766  0.01
C 2.06672 -0.03077 -1.38476  -0.05
O 1.21487 0.81090 -1.76183  0.10
C 3.34623 -0.27284 -2.10246  0.00
C 3.81207 0.33436 -3.25406  0.00
C 5.03351 -0.09239 -3.76021  0.00
C 5.76071 -1.09531 -3.12315  0.00
C 5.29322 -1.69399 -1.95826  0.00
C 4.07842 -1.25921 -1.47275  0.00
H 3.23631 1.11793 -3.72881  0.00
H 5.42539 0.35827 -4.66239  0.00
H 6.70601 -1.41470 -3.54143  0.00
H 5.85664 -2.46740 -1.45411  0.00
S 1.76986 2.01890 1.22527  0.11
C 2.53850 1.26204 2.48004  -0.01
N 3.80507 1.48315 2.84281  0.01
C 4.40743 0.53641 3.77450  0.00
C 3.25708 0.00253 4.62290  0.00
S 1.78734 0.11384 3.55190  0.01
H 4.38353 2.01475 2.21025  0.00
H 5.15424 1.04013 4.38546  0.00
H 4.87373 -0.27817 3.21809  0.00
H 3.07226 0.60831 5.50761  0.00
H 3.41608 -1.03255 4.91176  0.00
C -3.64004 -1.59619 -2.42804  0.00
O -2.49997 -2.19072 -1.78561  0.00
P -1.03641 -1.55344 -1.81754  0.26
O -0.15259 -2.88621 -1.67006  0.01
C -0.06315 -3.59561 -0.43247  0.00
O -0.89453 -1.34204 -3.41008  0.00
C 0.34141 -1.18054 -4.10205  -0.01
H -3.59401 -1.80692 -3.49542  0.00
H -3.67477 -0.52265 -2.25135  0.00
H -4.51878 -2.05619 -1.98730  0.00
H 0.64201 -4.40622 -0.58610  0.00
H -1.04202 -3.99018 -0.15607  0.00
H 0.32468 -2.95053 0.35243  0.01
H 0.11130 -1.24625 -5.16269  0.00
H 1.03647 -1.97837 -3.83445  0.00
H 0.79572 -0.21476 -3.88464  0.00

## Properties
Multiplicity = 6
HOMO level (alpha / beta) = -7.59 / -8.49 eV
Energy relative to the best compared isomer or geometry (same formula, charge and spin) = 0.217 eV
Max |F| = 0.70 eV/Å
⟨S²⟩ = 8.76



Formula: C6H4O
Source: the OMol25 dataset
Level of theory: ωB97M-V/def2-TZVPD

Last column: Mulliken charge in e.
Positions of all 11 atoms, in Å:
C -2.25231 -0.11865 -0.92907  -1.24
C -1.04923 0.35964 -0.25505  0.88
C -0.06565 0.61200 0.38800  -0.03
C 1.16307 0.91082 1.09792  -0.30
O 1.33240 1.90160 1.72261  -0.43
C 2.25156 -0.07470 0.84397  -0.40
C 2.97013 -0.95552 0.53896  0.21
H -2.40520 0.28025 -1.93502  0.31
H -3.17946 0.05082 -0.36462  0.30
H -2.15691 -1.19306 -1.01097  0.29
H 3.73607 -1.71081 0.42484  0.41

## Properties
HOMO level = -10.26 eV
Energy relative to the best compared isomer or geometry (same formula, charge and spin) = 2.459 eV
Max |F| = 3.37 eV/Å